1.
Entry from OMol25: a structure of composition C37H45N3O2P2Sr in a non-equilibrium geometry (ωB97M-V/def2-TZVPD).

XYZ file:
```
90
Properties=species:S:1:pos:R:3:forces:R:3
Sr 0.9019 -0.9566 -0.2234 -0.48 -1.09 -3.45
C -4.2288 -2.4027 1.2465 0.00 -0.06 0.04
C -2.8423 -2.9700 1.1879 -0.04 0.04 -0.03
C -1.9716 -2.8240 2.2628 0.04 0.01 0.02
C -0.7141 -3.4024 2.2369 0.06 0.06 0.13
C -0.3015 -4.1253 1.1280 0.15 -0.08 -0.07
C -1.1573 -4.2659 0.0461 0.11 -0.07 -0.11
C -2.4175 -3.6918 0.0787 -0.05 0.05 0.05
H -4.8974 -3.1120 1.7385 -0.07 0.04 -0.02
H -4.6091 -2.2138 0.2464 -0.12 0.02 -0.01
H -4.2531 -1.4729 1.8102 -0.02 0.06 0.03
H -2.2837 -2.2579 3.1319 -0.03 0.02 0.02
H -0.0483 -3.2856 3.0814 0.01 0.01 -0.01
H 0.6792 -4.5821 1.1113 0.03 0.03 -0.01
H -0.8488 -4.8369 -0.8197 0.04 0.00 -0.04
H -3.0880 -3.8223 -0.7600 -0.06 0.01 -0.09
C -0.8288 2.9078 -1.8838 0.05 -0.28 -0.05
P -0.3599 1.2953 -2.6564 0.57 0.92 -0.16
C 1.2346 1.7975 -3.4334 -0.20 -0.16 0.18
C -1.4368 1.2997 -4.1548 0.03 -0.34 0.29
C -1.3973 2.2868 -5.1342 0.06 0.12 0.02
C -2.2144 2.2094 -6.2470 0.12 0.12 -0.02
C -3.0785 1.1373 -6.3992 -0.05 -0.11 -0.01
C -3.1190 0.1466 -5.4366 -0.07 0.04 -0.10
C -2.3071 0.2201 -4.3120 0.32 -0.04 0.27
P -2.3216 -1.0533 -2.9876 -0.71 -0.55 -0.30
C -2.6563 -2.5657 -4.0100 0.14 0.23 0.28
C -4.0451 -0.7282 -2.3918 0.28 -0.14 0.01
H -0.6235 3.7504 -2.5471 -0.06 0.00 0.04
H -0.2523 3.0053 -0.9620 -0.04 0.12 0.01
H -1.8864 2.8873 -1.6213 0.00 0.07 0.03
H 1.1588 2.7357 -3.9812 0.02 0.05 0.01
H 1.5468 1.0033 -4.1076 0.12 -0.04 -0.03
H 1.9693 1.8855 -2.6347 0.11 0.03 -0.12
H -0.7147 3.1200 -5.0393 0.03 0.07 0.03
H -2.1635 2.9765 -7.0067 -0.01 0.06 -0.03
H -3.7102 1.0663 -7.2722 -0.06 0.01 -0.08
H -3.7855 -0.6915 -5.5701 -0.10 -0.10 -0.02
H -3.6576 -2.5826 -4.4369 -0.04 -0.03 -0.04
H -2.5248 -3.4281 -3.3593 -0.06 -0.15 -0.03
H -1.9141 -2.6231 -4.8044 0.03 -0.05 -0.02
H -4.7474 -0.6603 -3.2215 -0.04 0.03 -0.03
H -4.0646 0.1959 -1.8171 -0.05 0.05 0.04
H -4.3358 -1.5500 -1.7428 -0.11 -0.05 0.09
N 2.8800 2.1898 0.5561 0.11 0.09 -0.04
C 2.9222 1.4624 -0.3427 -0.12 -0.20 -0.06
H 2.7788 2.7637 1.3749 0.10 0.17 0.15
C 3.5012 -3.3676 -3.8304 -0.47 -0.29 -0.01
C 2.2617 -2.8728 -3.0657 0.75 0.26 -0.03
C 1.2984 -2.2154 -4.0491 0.03 -0.30 0.31
C 2.6712 -1.9376 -1.9341 -0.87 0.14 0.30
H 3.2087 -4.0075 -4.6626 0.10 -0.18 -0.26
H 4.1535 -3.9398 -3.1740 0.08 -0.01 0.07
H 4.0688 -2.5253 -4.2206 0.04 0.15 -0.04
H 1.7665 -3.7529 -2.6375 -0.09 -0.09 -0.04
H 1.7665 -1.3578 -4.5299 0.06 0.14 -0.05
H 0.4027 -1.8779 -3.5220 -0.09 0.09 -0.07
H 1.0122 -2.9285 -4.8202 -0.16 0.01 -0.23
H 3.2348 -1.0995 -2.3539 0.20 0.17 -0.12
H 3.3634 -2.4770 -1.2858 0.35 -0.11 0.18
O 1.7445 -1.5931 1.8395 0.66 -1.19 0.24
C 1.3519 -0.5305 2.3063 0.41 0.62 2.16
N 1.6742 -0.0752 3.5500 0.15 -0.09 0.23
C 1.2245 1.2842 3.7273 -0.18 0.14 0.07
C 0.4441 1.4529 2.3868 -0.17 1.00 0.56
O -0.1361 2.4710 2.0474 0.00 -0.11 0.03
N 0.5614 0.3440 1.6681 -0.76 0.41 -0.27
C 0.3562 1.4662 4.9559 -0.28 -0.13 0.08
C 0.6403 0.7450 6.1094 0.00 0.07 -0.12
C -0.1083 0.9382 7.2547 0.05 -0.07 0.10
C -1.1497 1.8492 7.2568 -0.07 0.06 0.11
C -1.4405 2.5655 6.1088 -0.03 0.00 0.09
C -0.6885 2.3794 4.9632 0.01 0.02 -0.07
C 2.3660 2.2810 3.8333 0.29 0.11 -0.27
C 3.5561 1.9284 4.4581 -0.14 -0.01 -0.04
C 4.6041 2.8273 4.5327 0.09 0.00 0.04
C 4.4789 4.0943 3.9894 0.06 0.09 0.03
C 3.2880 4.4659 3.3899 0.07 0.01 -0.02
C 2.2371 3.5665 3.3136 -0.15 0.05 0.15
H 2.3779 -0.5219 4.1079 0.06 -0.09 -0.10
H 1.4490 0.0297 6.1187 0.07 -0.10 0.02
H 0.1248 0.3734 8.1458 0.00 -0.03 0.07
H -1.7281 2.0018 8.1545 -0.09 0.01 0.09
H -2.2587 3.2701 6.1014 -0.07 0.07 0.01
H -0.9160 2.9281 4.0626 -0.02 0.07 -0.02
H 3.6709 0.9516 4.9038 0.07 -0.10 0.01
H 5.5248 2.5315 5.0133 0.08 -0.01 0.04
H 5.2997 4.7920 4.0453 0.10 0.07 0.00
H 3.1741 5.4539 2.9684 0.00 0.09 -0.01
H 1.3029 3.8514 2.8520 -0.03 0.06 -0.02
```
Forces are in eV/Å.

The value obtained for the molar mass is 713.4 g mol⁻¹. As for the HOMO-LUMO gap: 6.30 eV. As for the HOMO energy: -5.793 eV. As for the total energy: -2465.095215 hartree. Its relative energy (zero: lowest compared OMol25 entry of this formula, charge and spin) is 61.9 kcal per mole.

Löwdin atomic charge list, values in e, 6 entries: atom 1 (Sr): 1.334, atom 2 (C): -0.042, atom 3 (C): -0.279, atom 4 (C): -0.045, atom 5 (C): -0.097, atom 6 (C): -0.105

***

2.
Entry from OMol25: a structure of composition C37H46CeClFN4O7SSi2 in a non-equilibrium geometry (ωB97M-V/def2-TZVPD).

XYZ file:
```
100
Properties=species:S:1:pos:R:3:forces:R:3
Ce 12.2384 9.4908 15.1253 0.94 -0.66 0.68
O 11.3117 12.5354 18.0885 -0.96 -0.74 -1.00
C 10.8554 11.7379 17.2636 0.32 1.15 0.70
O 11.6180 10.8302 16.7226 0.37 -0.55 -0.82
C 9.3761 11.7398 16.8767 -0.29 -0.15 0.21
C 8.5882 12.7344 17.4986 -0.89 -1.08 -0.09
C 7.1981 12.5802 17.6045 0.92 0.59 0.37
C 6.5533 11.4804 17.0455 -0.25 0.05 -0.91
C 7.2732 10.6086 16.2448 2.03 0.20 0.42
C 8.7165 10.6891 16.1669 -0.62 1.06 1.28
S 9.5073 9.3870 15.3447 0.26 -0.75 -0.66
H 9.0452 13.5641 18.0135 0.32 -0.06 0.00
H 6.6868 13.3218 18.2222 -0.17 -0.30 -0.34
H 5.4673 11.3638 17.1314 0.42 -0.01 0.10
H 6.8966 9.7324 15.7508 -0.66 -0.06 -0.06
C 14.1044 14.8435 8.9099 -0.66 0.88 -0.72
C 13.5663 13.4692 9.1918 0.22 -0.89 1.12
N 13.2215 13.2343 10.6438 0.43 0.42 -0.38
C 14.1134 12.5659 11.4516 -1.51 -0.64 0.77
C 13.8105 11.8886 12.6432 -0.30 1.78 -1.35
C 14.7999 11.0445 13.3916 1.15 -1.01 0.89
O 16.0148 11.1917 13.2258 -1.79 -0.03 -0.15
O 14.2451 10.1748 14.2168 0.04 0.77 -0.63
C 12.4688 12.0590 13.0462 -2.14 -1.20 0.37
O 11.8196 11.2414 13.8094 1.03 2.22 -0.91
C 11.6533 13.1175 12.4052 -0.60 -0.86 0.30
C 10.3555 13.3560 12.9116 0.32 0.47 -0.39
C 9.4638 14.1616 12.2446 0.83 -0.88 0.11
F 8.3323 14.5302 12.8666 -0.23 -0.03 -0.29
C 9.7042 14.5011 10.8945 -0.75 0.40 0.75
C 10.9649 14.2676 10.4165 1.56 -0.17 -1.53
C 11.9707 13.6206 11.1374 0.35 -0.97 1.06
N 8.7168 15.0498 10.0911 0.40 0.43 -0.31
C 9.0310 16.1502 9.2136 -1.21 0.62 -0.93
C 8.4382 15.9090 7.7959 0.62 -1.12 0.58
N 6.9672 15.6721 7.9494 0.79 -0.63 0.48
C 6.6534 14.5449 8.8859 -0.77 -0.32 0.16
C 7.3006 14.7828 10.2450 -0.03 0.67 0.43
H 14.2281 14.9736 7.8089 -0.15 -0.02 0.75
H 15.0746 15.0011 9.3613 0.19 -0.04 0.22
H 13.4165 15.6255 9.2933 0.39 -0.35 -0.31
H 14.3333 12.7298 8.9762 0.05 -0.08 -0.08
H 12.7067 13.1716 8.5777 0.07 0.30 0.28
H 15.0893 12.4531 11.0694 1.00 -0.16 -0.57
H 10.0669 12.8727 13.8190 -0.11 -0.01 0.67
H 11.2149 14.4846 9.3749 -0.40 0.12 0.29
H 10.0928 16.3508 9.1786 0.21 -0.16 -0.11
H 8.5448 17.1028 9.5439 0.29 -0.55 0.20
H 8.8632 15.0027 7.3098 -0.29 0.54 0.44
H 8.6083 16.7441 7.1330 -0.23 0.42 -0.14
H 6.5017 15.4881 7.0352 -0.23 -0.12 -0.87
H 6.4989 16.5403 8.2672 -0.25 0.50 0.23
H 6.9360 13.5839 8.4252 0.22 0.58 0.14
H 5.5418 14.5162 8.9729 0.64 0.19 -0.02
H 7.2000 13.9162 10.8914 -0.27 -0.12 -0.11
H 6.7973 15.6489 10.7504 0.25 -0.62 -0.33
C 18.0205 7.6601 18.3971 -0.82 -1.40 -0.06
Si 16.7546 8.3378 17.1594 -1.50 0.06 -0.15
C 16.1179 6.8429 16.1016 0.21 0.74 -0.55
C 17.6835 9.4662 15.9630 -0.17 0.03 -0.58
C 15.2884 9.0845 18.0558 0.85 1.17 -0.60
C 14.0788 8.3390 18.0957 -0.07 0.00 1.10
C 13.7786 7.6959 19.3604 -2.03 -0.23 -1.43
C 12.6445 6.9170 19.4914 0.05 0.50 0.70
C 11.8528 6.6545 18.3453 0.02 -0.68 -0.75
C 12.2787 7.1686 17.1256 -0.68 0.13 0.95
N 13.2012 8.1669 17.0399 0.78 -1.11 -0.17
Si 15.3799 10.7119 19.0064 -0.07 -1.26 -0.56
C 14.1222 10.8777 20.3979 -0.16 0.35 -0.93
C 17.0912 10.9541 19.7207 0.98 0.21 0.26
C 15.0356 12.2185 17.9097 -0.54 0.33 -0.17
H 18.8908 7.1977 17.8913 -0.33 0.17 0.38
H 17.4776 6.9015 19.0223 0.46 0.19 -0.72
H 18.3180 8.3560 19.1446 0.58 0.94 0.32
H 16.9920 6.4046 15.5715 -0.48 -0.13 0.43
H 15.4717 7.2569 15.2942 0.30 -0.14 0.48
H 15.5030 6.0863 16.6142 0.47 0.14 -0.02
H 18.7229 9.1262 15.8115 -0.24 0.27 0.13
H 17.6532 10.5202 16.2856 0.22 -0.35 -0.02
H 17.1870 9.4493 14.9678 0.20 0.03 0.57
H 14.4250 7.8784 20.1834 0.49 0.09 0.38
H 12.3903 6.5483 20.5142 0.05 0.04 -1.08
H 10.9655 5.9915 18.3370 0.82 0.34 0.21
H 11.8655 6.7676 16.1782 -0.04 0.61 0.61
H 13.2321 11.2603 19.8963 -0.25 0.00 0.09
H 14.4684 11.6669 21.0482 0.09 0.23 0.46
H 13.8351 10.0031 20.9450 0.05 -0.48 0.43
H 17.4005 10.0814 20.3135 -0.19 0.27 0.12
H 17.2235 11.8773 20.3188 -0.29 -0.42 -0.08
H 17.8610 11.0335 18.9441 -0.14 -0.05 -0.19
H 14.0564 12.7058 18.1467 0.73 -0.36 -0.15
H 14.9884 11.8862 16.8676 -0.04 0.00 0.02
H 15.8351 12.9657 17.9546 -0.07 0.03 0.13
Cl 12.3936 7.0866 10.3057 -0.10 0.21 -0.40
C 12.4742 6.3535 11.9182 -0.18 0.11 0.21
C 12.3215 7.4014 13.0426 0.68 -0.20 0.96
O 12.7941 7.0763 14.1912 -0.86 0.78 -1.36
O 11.7705 8.5118 12.8200 0.21 -0.37 0.43
H 13.4671 5.8794 11.9570 -0.69 -0.03 0.40
H 11.6202 5.6448 11.9643 0.82 0.26 0.21
```
Forces are in eV/Å.

The value obtained for the molar mass is 941.6 g mol⁻¹. Its multiplicity is 2. As for the HOMO-LUMO gap (spin up / spin down): 3.30 / 4.04 eV. As for the HOMO energy (spin up / spin down): -2.501 / -3.239 eV. As for the total energy: -4195.716479 hartree. The total charge is -1.

Löwdin atomic charge list, values in e, 6 entries: atom 1 (Ce): 1.188, atom 2 (O): 0.055, atom 3 (C): -0.512, atom 4 (O): -0.215, atom 5 (C): -0.128, atom 6 (C): -0.030

***

3.
Entry from OMol25: a structure of composition C37H46F2N3O8PRuSi in a non-equilibrium geometry (ωB97M-V/def2-TZVPD).

XYZ file:
```
99
Properties=species:S:1:pos:R:3:forces:R:3
Ru 1.4713 -1.5502 -0.0381 0.06 -2.17 -2.35
O 2.5536 1.9152 5.5731 0.22 0.17 0.37
C 3.4294 1.0492 5.3952 -0.16 -0.74 -1.03
O 4.4778 0.7506 5.9794 -0.05 0.27 0.18
C 3.1041 0.1439 4.1516 0.12 0.66 0.95
C 1.9398 -0.6207 4.1539 0.31 -0.16 -0.21
C 1.6541 -1.3987 3.0576 0.08 -0.27 0.15
N 2.4054 -1.3872 1.9404 -0.73 0.19 -0.02
C 3.5207 -0.6361 1.9432 0.15 0.24 -0.08
C 3.9277 0.1096 3.0366 -0.15 -0.56 -0.25
C 4.2588 -0.5300 0.6197 0.11 0.16 0.77
O 5.4643 -0.3484 0.6019 -0.21 -0.06 -0.20
O 3.4786 -0.6032 -0.4027 -1.60 -0.01 -0.22
H 1.2795 -0.6145 5.0095 -0.02 0.04 0.00
H 0.8008 -2.0618 3.0507 -0.03 0.12 -0.10
H 4.8689 0.6372 2.9834 -0.03 0.07 0.06
N 1.9004 -2.9062 -2.8449 -0.30 -0.16 -0.27
P 0.7101 -1.8004 -2.3049 1.53 0.56 0.39
C 1.1802 -0.4408 -3.4805 -0.25 0.06 0.06
C 0.6482 -0.2558 -4.7553 0.03 -0.10 0.08
C 1.1055 0.7742 -5.5649 0.01 0.06 -0.14
C 2.1017 1.6284 -5.1166 0.00 0.02 0.03
C 2.6317 1.4598 -3.8443 -0.02 0.00 -0.07
C 2.1688 0.4372 -3.0324 -0.07 -0.04 0.08
C -0.8225 -2.3984 -3.0702 -0.49 -0.01 0.51
C -1.0331 -3.7581 -3.2908 0.20 0.09 -0.01
C -2.2540 -4.2131 -3.7560 -0.11 -0.06 -0.12
C -3.2928 -3.3230 -3.9964 0.12 0.06 0.05
C -3.1001 -1.9703 -3.7564 -0.17 -0.04 -0.04
C -1.8780 -1.5128 -3.2907 0.21 0.03 0.02
C 2.8594 -3.5037 -2.0731 0.07 -0.10 0.16
C 3.8109 -4.3508 -2.6571 0.11 -0.17 0.01
C 4.7982 -4.8946 -1.8636 -0.20 0.16 -0.01
C 4.8148 -4.6034 -0.5037 0.05 -0.08 0.08
C 3.8231 -3.7886 -0.0018 0.09 -0.10 -0.01
N 2.8766 -3.2430 -0.7644 -0.02 0.30 -0.11
H 1.9099 -3.1313 -3.8269 0.17 0.03 -0.03
H -0.1301 -0.9156 -5.1185 0.01 0.02 -0.05
H 0.6828 0.9136 -6.5526 -0.01 -0.03 0.00
H 2.4637 2.4239 -5.7558 -0.02 0.02 0.00
H 3.4018 2.1291 -3.4825 0.02 -0.02 0.02
H 2.5782 0.3113 -2.0375 0.08 0.01 -0.02
H -0.2353 -4.4548 -3.0733 -0.02 -0.03 0.07
H -2.4083 -5.2727 -3.9160 0.04 -0.01 -0.01
H -4.2468 -3.6810 -4.3611 -0.01 -0.01 0.02
H -3.9114 -1.2723 -3.9226 0.03 0.03 0.00
H -1.7378 -0.4549 -3.1082 -0.01 0.05 0.02
H 3.7666 -4.5639 -3.7173 0.00 0.04 -0.01
H 5.5512 -5.5401 -2.2961 0.01 0.01 -0.03
H 5.5864 -4.9884 0.1463 -0.04 -0.03 0.04
H 3.7696 -3.5581 1.0548 0.02 0.12 -0.01
C -1.0268 4.2273 -0.8716 -0.02 -0.16 0.08
C -0.6321 2.7756 -0.6116 0.11 0.10 -0.20
C 0.8163 2.6797 -0.1386 -0.17 -0.03 0.10
C -0.8318 1.9314 -1.8648 -0.07 0.01 0.13
O -1.5524 2.2873 0.3760 -0.04 -0.07 0.03
Si -1.4319 1.1748 1.5625 0.26 0.34 0.38
O -0.3107 0.0217 1.1965 -0.38 -0.13 -0.29
O -0.7991 1.7254 2.9395 -0.02 0.09 -0.13
C -1.0932 2.8402 3.7815 -0.09 0.35 0.49
C -0.5436 2.4937 5.1620 0.01 -0.08 -0.31
C -2.6020 3.0833 3.8444 0.15 -0.19 -0.20
C -0.3951 4.0849 3.2377 -0.03 -0.22 -0.05
O -2.9049 0.5876 1.8605 -0.04 -0.21 -0.04
C -4.1306 0.2314 1.2331 -0.32 0.01 -0.07
C -5.1277 0.0339 2.3742 0.11 0.02 -0.07
C -3.9733 -1.0691 0.4473 0.17 0.13 0.11
C -4.5964 1.3536 0.3071 0.17 -0.08 0.10
H -0.4681 4.6374 -1.7135 0.03 -0.01 -0.01
H -0.8265 4.8344 0.0112 -0.01 0.03 0.00
H -2.0936 4.2758 -1.0942 -0.01 0.04 -0.02
H 1.4792 3.1756 -0.8481 0.00 0.01 -0.03
H 1.1230 1.6373 -0.0517 0.07 0.01 0.00
H 0.9259 3.1498 0.8393 0.05 0.03 -0.01
H -0.2142 2.2808 -2.6935 0.04 -0.01 0.01
H -1.8818 1.9583 -2.1652 -0.01 -0.01 -0.02
H -0.5470 0.9028 -1.6342 -0.02 -0.04 -0.07
H -1.0405 1.5986 5.5394 -0.06 -0.01 0.05
H -0.7158 3.3177 5.8561 0.00 0.01 0.03
H 0.5281 2.2936 5.1017 -0.03 0.02 0.10
H -3.1096 2.1670 4.1454 -0.05 0.01 0.04
H -2.9696 3.3756 2.8573 -0.11 0.04 0.00
H -2.8318 3.8750 4.5575 0.02 0.02 0.00
H 0.6831 3.9267 3.2043 0.01 0.00 0.03
H -0.6090 4.9398 3.8803 0.04 0.02 0.00
H -0.7606 4.3002 2.2328 0.00 0.07 -0.04
H -4.7408 -0.7069 3.0739 -0.01 -0.02 0.01
H -6.0903 -0.3080 1.9921 -0.02 0.01 -0.02
H -5.2726 0.9742 2.9072 0.01 -0.01 0.03
H -3.4677 -1.8187 1.0564 -0.01 -0.03 0.00
H -3.3838 -0.9028 -0.4567 0.00 -0.02 -0.04
H -4.9513 -1.4511 0.1528 0.00 0.00 -0.04
H -4.7604 2.2694 0.8767 -0.01 0.02 -0.02
H -5.5232 1.0683 -0.1924 -0.03 0.01 0.00
H -3.8274 1.5499 -0.4396 -0.06 0.04 -0.06
F 0.2415 -3.3523 -0.8344 0.40 0.70 1.00
C -0.4532 -1.1874 0.5646 0.87 0.62 0.42
F -0.7783 -2.1584 1.4977 -0.18 -0.05 -0.01
H -1.2527 -1.2214 -0.1794 0.15 0.00 -0.09
```
Forces are in eV/Å.

The value obtained for the molar mass is 858.9 g mol⁻¹. Its multiplicity is 2. As for the HOMO-LUMO gap (spin up / spin down): 6.77 / 7.05 eV. As for the HOMO energy (spin up / spin down): -5.207 / -5.208 eV. As for the total energy: -3129.511929 hartree. The total charge is -1.

Löwdin atomic charge list, values in e, 6 entries: atom 1 (Ru): 1.191, atom 2 (O): -0.040, atom 3 (C): -0.700, atom 4 (O): -0.021, atom 5 (C): -0.077, atom 6 (C): 0.008